1.
{
  "formula": "C6H31NO18S2Tl3",
  "method": "wB97M-V/def2-TZVPD",
  "charge": 5,
  "spin_multiplicity": 1,
  "mol_weight_g_mol": 1082.59,
  "e_lumo_ha": -0.803,
  "elements": ["Tl", "Tl", "Tl", "S", "O", "O", "O", "O", "S", "O", "O", "O", "O", "C", "O", "C", "C", "N", "C", "C", "O", "C", "H", "H", "H", "H", "H", "H", "H", "H", "H", "H", "H", "H", "H", "H", "H", "O", "H", "H", "O", "H", "H", "O", "H", "H", "O", "H", "H", "O", "H", "H", "O", "H", "H", "O", "H", "H", "O", "H", "H"],
  "positions_angstrom": [[-4.566, -22.122, -1.478], [-0.609, -22.123, -2.634], [-1.986, -17.911, -2.548], [-3.258, -20.769, -3.613], [-3.288, -21.190, -5.004], [-4.629, -20.614, -3.032], [-2.582, -21.840, -2.850], [-2.503, -19.543, -3.465], [-1.908, -20.488, -0.596], [-2.841, -21.571, -0.820], [-0.615, -20.826, -1.145], [-2.407, -19.280, -1.269], [-1.779, -20.225, 0.804], [-0.537, -22.562, 1.381], [-0.076, -23.016, 0.167], [-0.106, -24.446, 0.109], [0.668, -24.884, -1.171], [-0.156, -24.397, -2.236], [0.152, -25.058, -3.524], [-1.026, -24.916, -4.449], [-1.385, -23.548, -4.724], [-2.476, -23.572, -5.585], [-0.592, -21.474, 1.405], [0.374, -22.724, 1.957], [-1.335, -23.152, 1.833], [-1.095, -24.772, 0.431], [0.616, -24.864, 0.812], [0.645, -25.974, -1.183], [1.668, -24.465, -1.281], [-1.066, -24.707, -1.926], [0.314, -26.136, -3.525], [1.117, -24.772, -3.943], [-1.767, -25.552, -3.966], [-0.937, -25.482, -5.376], [-2.192, -23.914, -6.580], [-2.816, -22.550, -5.754], [-3.345, -24.155, -5.280], [-1.913, -18.613, 1.787], [-1.011, -18.296, 1.840], [-1.858, -19.404, 1.252], [0.321, -19.142, 0.351], [1.022, -19.341, -0.269], [-0.458, -19.550, -0.028], [-4.677, -20.008, -1.136], [-5.427, -19.631, -0.675], [-3.936, -19.459, -0.876], [-3.229, -17.678, -0.617], [-4.036, -17.601, -0.107], [-2.706, -18.324, -0.142], [-3.793, -23.093, 0.422], [-3.321, -22.430, 0.926], [-3.623, -23.913, 0.885], [-2.788, -21.716, 1.624], [-2.485, -20.994, 1.073], [-2.431, -21.523, 2.491], [-0.355, -20.627, 2.328], [-0.186, -19.686, 2.284], [-0.672, -20.856, 1.455], [1.154, -21.510, -1.600], [1.924, -21.863, -1.155], [1.061, -20.623, -1.252]],
  "mulliken_charge": [1.088, 1.859, 0.774, 1.259, -0.624, -0.609, -0.577, -0.334, 3.938, 0.228, -0.927, -0.889, -0.355, -0.509, 0.054, -0.584, -0.866, -0.327, -0.978, -0.641, -0.173, -1.096, -0.649, 0.529, 0.765, 0.508, 0.310, 0.510, 0.407, 0.355, 0.502, 0.442, 0.403, 0.551, 0.391, 0.439, 0.476, -0.683, 0.447, 1.645, -0.444, 0.308, -0.682, -0.622, 0.288, 0.265, -0.776, 0.327, 0.404, -0.547, 0.554, 0.302, -0.511, -0.980, 0.592, -0.426, 0.382, -0.474, -0.533, 0.384, 0.126]
}

2.
{
  "formula": "C6H33N2O11",
  "method": "wB97M-V/def2-TZVPD",
  "charge": 1,
  "spin_multiplicity": 1,
  "mol_weight_g_mol": 309.33,
  "e_lumo_ha": -0.074,
  "elements": ["C", "C", "C", "C", "C", "N", "C", "N", "H", "H", "H", "H", "H", "H", "H", "H", "H", "H", "H", "H", "H", "O", "H", "H", "O", "H", "H", "O", "H", "H", "O", "H", "H", "O", "H", "H", "O", "H", "H", "O", "H", "H", "O", "H", "H", "O", "H", "H", "O", "H", "H", "O"],
  "positions_angstrom": [[0.368, 4.125, -0.614], [0.479, 2.574, -0.449], [0.037, 2.185, 1.046], [-0.765, 0.979, 1.143], [-0.432, -0.339, 1.019], [-1.629, -1.062, 1.205], [-2.658, -0.141, 1.362], [-2.198, 1.140, 1.452], [-0.301, 4.405, -1.448], [-0.122, 4.637, 0.317], [1.274, 4.662, -0.539], [1.525, 2.282, -0.466], [-0.078, 2.026, -1.124], [-0.595, 3.055, 1.453], [1.111, 1.958, 1.547], [0.455, -0.883, 0.892], [-1.886, -2.010, 0.877], [-3.591, -0.532, 1.550], [-2.712, 1.955, 1.347], [4.358, -2.810, -4.089], [3.268, -3.216, -4.764], [3.445, -2.910, -3.925], [-0.749, 0.048, -4.213], [-0.107, 0.527, -5.506], [0.164, 0.120, -4.600], [-0.595, -0.571, -2.104], [-0.647, -2.037, -1.191], [-1.092, -1.269, -1.622], [-1.615, -3.529, -0.546], [-2.887, -3.280, -1.158], [-2.492, -3.483, -0.359], [-2.443, 4.287, 0.734], [-2.540, 3.629, 2.155], [-2.925, 3.639, 1.304], [2.293, -2.888, -0.541], [2.073, -3.188, -2.079], [1.708, -2.917, -1.163], [3.079, 0.183, 0.657], [2.989, -0.484, 1.919], [2.584, -0.581, 1.026], [2.243, 6.340, 2.272], [2.481, 5.612, 3.538], [2.139, 5.368, 2.616], [-3.895, 0.191, -1.726], [-2.858, -0.677, -1.157], [-3.293, 0.059, -0.947], [4.880, -0.844, 4.680], [4.018, -2.168, 4.756], [4.268, -1.482, 4.111], [0.002, -5.238, -0.093], [0.773, -4.255, -0.973], [-0.079, -4.549, -0.765]],
  "nbo_charge": [-0.617, -0.385, -0.443, 0.137, -0.063, -0.511, 0.347, -0.500, 0.220, 0.181, 0.230, 0.207, 0.203, 0.216, 0.246, 0.269, 0.468, 0.228, 0.454, 0.470, 0.467, -0.933, 0.457, 0.479, -0.935, 0.510, 0.510, -1.015, 0.476, 0.473, -0.936, 0.505, 0.480, -0.940, 0.475, 0.523, -0.960, 0.474, 0.491, -0.955, 0.470, 0.472, -0.939, 0.482, 0.481, -0.951, 0.481, 0.479, -0.959, 0.482, 0.487, -0.987]
}

3.
{
  "formula": "C6H34AsF6O11",
  "method": "wB97M-V/def2-TZVPD",
  "charge": -1,
  "spin_multiplicity": 1,
  "mol_weight_g_mol": 471.24,
  "e_lumo_ha": 0.082,
  "elements": ["As", "F", "F", "F", "F", "F", "F", "O", "H", "H", "O", "H", "H", "O", "H", "H", "O", "H", "H", "O", "H", "H", "O", "H", "H", "O", "H", "H", "O", "H", "H", "O", "H", "H", "C", "C", "C", "O", "H", "H", "H", "H", "H", "H", "H", "H", "C", "C", "C", "O", "H", "H", "H", "H", "H", "H", "H", "H"],
  "positions_angstrom": [[-2.752, -16.546, -2.714], [-4.466, -16.446, -3.198], [-3.134, -17.339, -1.205], [-1.026, -16.631, -2.299], [-2.302, -15.663, -4.144], [-2.847, -15.050, -1.844], [-2.552, -18.071, -3.538], [-3.025, -13.865, -6.391], [-2.695, -12.971, -6.247], [-2.566, -14.402, -5.727], [-1.145, -17.550, 0.863], [-1.626, -17.294, 0.063], [-0.756, -18.413, 0.650], [-0.374, -13.535, -2.868], [-0.945, -14.312, -2.784], [0.316, -13.667, -2.198], [-5.414, -14.866, -5.204], [-4.906, -15.562, -4.753], [-4.775, -14.434, -5.803], [1.798, -14.632, -1.078], [1.943, -14.719, -0.132], [1.441, -15.497, -1.340], [-6.946, -16.915, -1.755], [-6.903, -16.732, -0.811], [-6.022, -16.975, -2.032], [-5.601, -12.413, -1.532], [-6.156, -12.171, -2.280], [-4.890, -12.937, -1.922], [1.266, -17.451, -1.144], [0.435, -17.118, -1.542], [1.006, -18.298, -0.746], [-4.354, -18.412, 1.031], [-3.561, -18.190, 0.523], [-4.853, -19.003, 0.457], [-0.252, -20.390, -1.929], [0.335, -20.988, -0.644], [1.656, -21.714, -0.834], [0.501, -19.832, 0.238], [-0.654, -21.112, -2.642], [0.579, -19.876, -2.413], [-1.069, -19.699, -1.733], [-0.353, -21.630, -0.084], [2.205, -21.944, 0.077], [2.274, -21.142, -1.526], [1.408, -22.681, -1.284], [0.240, -20.095, 1.126], [-4.007, -21.077, -5.537], [-4.726, -20.828, -4.244], [-5.625, -19.602, -4.375], [-5.550, -21.931, -3.817], [-3.333, -20.242, -5.768], [-4.676, -21.050, -6.401], [-3.293, -21.903, -5.521], [-4.068, -20.647, -3.392], [-4.986, -18.757, -4.646], [-6.144, -19.374, -3.446], [-6.339, -19.718, -5.195], [-5.964, -22.309, -4.601]],
  "nbo_charge": [2.840, -0.634, -0.642, -0.659, -0.637, -0.614, -0.615, -0.964, 0.476, 0.498, -0.964, 0.479, 0.470, -0.974, 0.475, 0.490, -0.985, 0.479, 0.486, -0.969, 0.473, 0.496, -0.954, 0.467, 0.485, -0.948, 0.466, 0.482, -0.998, 0.488, 0.492, -0.951, 0.486, 0.461, -0.642, 0.102, -0.631, -0.774, 0.218, 0.222, 0.235, 0.164, 0.215, 0.215, 0.210, 0.486, -0.653, 0.086, -0.624, -0.729, 0.230, 0.204, 0.213, 0.181, 0.219, 0.227, 0.191, 0.454]
}

4.
{
  "formula": "C6H34AsF6O11",
  "method": "wB97M-V/def2-TZVPD",
  "charge": -1,
  "spin_multiplicity": 1,
  "mol_weight_g_mol": 471.24,
  "e_lumo_ha": 0.086,
  "elements": ["As", "F", "F", "F", "F", "F", "F", "O", "H", "H", "O", "H", "H", "O", "H", "H", "O", "H", "H", "O", "H", "H", "O", "H", "H", "O", "H", "H", "O", "H", "H", "O", "H", "H", "C", "C", "C", "O", "H", "H", "H", "H", "H", "H", "H", "H", "C", "C", "C", "O", "H", "H", "H", "H", "H", "H", "H", "H"],
  "positions_angstrom": [[1.270, 0.108, -0.997], [0.300, 1.499, -1.316], [-0.106, -0.887, -0.632], [2.334, -1.222, -0.690], [2.662, 1.074, -1.413], [1.418, 0.554, 0.676], [1.156, -0.363, -2.679], [-2.402, 0.171, -2.789], [-1.922, -0.419, -3.400], [-2.755, 0.863, -3.355], [-0.091, 4.470, -1.140], [-0.163, 3.509, -1.067], [0.594, 4.602, -1.804], [5.145, 1.111, -2.590], [5.567, 0.444, -2.042], [4.213, 1.099, -2.310], [2.966, -3.947, -2.946], [3.470, -4.765, -2.928], [2.850, -3.722, -2.011], [4.022, -3.335, -0.218], [3.541, -3.426, 0.613], [4.160, -2.386, -0.312], [-1.933, -2.717, -1.590], [-1.279, -3.385, -1.363], [-1.486, -1.874, -1.402], [-0.053, 2.051, -4.296], [0.097, 1.259, -3.762], [-0.803, 2.477, -3.872], [-0.599, -1.194, -4.616], [-0.833, -2.127, -4.550], [-0.019, -1.036, -3.848], [0.723, -3.108, 1.668], [0.500, -2.314, 1.162], [0.059, -3.754, 1.408], [-2.548, -0.305, 1.342], [-2.581, -1.652, 2.009], [-2.477, -1.637, 3.518], [-3.739, -2.385, 1.566], [-2.467, -0.309, 0.259], [-1.676, 0.246, 1.707], [-3.426, 0.251, 1.683], [-1.744, -2.253, 1.632], [-2.322, -2.639, 3.925], [-3.352, -1.192, 3.994], [-1.571, -1.105, 3.826], [-3.518, -3.296, 1.372], [-0.941, 3.027, 1.864], [0.337, 2.911, 2.683], [0.256, 3.761, 3.932], [0.561, 1.561, 3.077], [-0.949, 2.415, 0.960], [-1.028, 4.074, 1.554], [-1.849, 2.761, 2.410], [1.173, 3.309, 2.092], [-0.509, 3.447, 4.649], [-0.149, 4.740, 3.641], [1.205, 3.923, 4.439], [0.713, 1.039, 2.275]],
  "nbo_charge": [2.861, -0.629, -0.642, -0.633, -0.637, -0.635, -0.642, -0.973, 0.492, 0.463, -0.959, 0.487, 0.470, -0.961, 0.457, 0.495, -0.955, 0.458, 0.492, -0.962, 0.481, 0.486, -0.956, 0.456, 0.494, -0.946, 0.482, 0.461, -0.962, 0.475, 0.494, -0.947, 0.487, 0.462, -0.630, 0.102, -0.629, -0.741, 0.237, 0.214, 0.201, 0.142, 0.201, 0.204, 0.222, 0.466, -0.635, 0.091, -0.616, -0.745, 0.214, 0.214, 0.202, 0.162, 0.205, 0.201, 0.208, 0.489]
}

5.
{
  "formula": "C6H34O11",
  "method": "wB97M-V/def2-TZVPD",
  "spin_multiplicity": 1,
  "mol_weight_g_mol": 282.33,
  "smiles": "CCO.CO.CO.CO.CO.O.O.O.O.O.O",
  "e_lumo_ha": -0.015,
  "elements": ["C", "C", "O", "H", "H", "H", "H", "H", "H", "C", "O", "H", "H", "H", "H", "C", "O", "H", "H", "H", "H", "C", "O", "H", "H", "H", "H", "C", "O", "H", "H", "H", "H", "O", "H", "H", "O", "H", "H", "O", "H", "H", "O", "H", "H", "O", "H", "H", "O", "H", "H"],
  "positions_angstrom": [[-1.603, 4.220, -0.014], [-1.767, 3.256, -1.176], [-0.571, 2.447, -1.266], [-0.896, 5.000, -0.295], [-1.356, 3.821, 0.970], [-2.572, 4.708, 0.093], [-1.890, 3.729, -2.150], [-2.671, 2.670, -1.014], [-0.900, 1.717, -1.797], [3.135, -1.524, -0.480], [2.655, -0.664, -1.534], [3.271, -2.564, -0.776], [3.906, -1.090, 0.158], [2.264, -1.558, 0.175], [2.838, 0.250, -1.302], [1.331, -4.520, -1.022], [0.165, -3.784, -0.907], [1.023, -5.563, -0.953], [1.775, -4.312, -1.995], [1.944, -4.055, -0.250], [0.221, -3.081, -1.558], [-2.056, 0.847, 2.716], [-3.416, 0.917, 2.278], [-1.469, 1.509, 2.080], [-1.929, 1.225, 3.730], [-1.495, -0.081, 2.608], [-3.457, 0.594, 1.375], [2.475, 0.685, 3.473], [1.205, 0.198, 3.079], [3.155, 0.756, 2.625], [2.456, 1.604, 4.058], [2.947, -0.055, 4.119], [1.024, 0.441, 2.168], [-1.576, 0.326, -3.123], [-1.115, -0.502, -3.259], [-1.788, 0.630, -4.006], [-0.593, -0.545, -0.093], [0.247, -0.092, -0.030], [-0.593, -0.931, -0.969], [-3.370, 0.164, -0.451], [-2.447, -0.071, -0.355], [-3.477, 0.337, -1.386], [0.296, -1.677, -2.817], [1.190, -1.377, -2.656], [0.394, -2.407, -3.429], [-0.115, -2.543, 1.695], [-0.284, -1.751, 1.186], [0.046, -3.221, 1.038], [1.080, 1.868, 0.850], [1.891, 1.769, 0.353], [0.471, 2.281, 0.237]],
  "nbo_charge": [-0.639, -0.071, -0.780, 0.205, 0.229, 0.218, 0.161, 0.182, 0.502, -0.277, -0.771, 0.195, 0.192, 0.187, 0.481, -0.249, -0.752, 0.195, 0.144, 0.173, 0.476, -0.254, -0.745, 0.138, 0.182, 0.177, 0.488, -0.238, -0.733, 0.142, 0.165, 0.172, 0.484, -0.980, 0.498, 0.480, -0.959, 0.493, 0.486, -0.969, 0.492, 0.481, -0.984, 0.520, 0.490, -0.971, 0.477, 0.470, -0.970, 0.455, 0.512]
}